## i
21
Properties=species:S:1:pos:R:3:mulliken_charge:R:1 method="wB97M-V/def2-TZVPD" lumo_ev=0.5 mol_weight_g_mol=119.16 homo_lumo_gap_ev=8.719 homo_ha=-0.30044
O 1.98624 -1.02462 0.84010 -0.446
O 1.49805 -1.60608 -1.26357 -0.491
N 1.41929 0.62976 -0.72678 -0.626
C -1.10053 -0.49560 0.03736 0.379
C -2.24067 -0.43476 -0.96946 -1.348
C -1.40288 0.28366 1.31526 -1.398
C 1.92451 1.67184 0.14986 -0.776
C 1.53072 -0.62178 -0.34933 0.661
H -2.28106 -0.11975 1.82896 0.430
H -0.54702 0.25173 1.99065 0.297
H 1.32790 -1.20148 -2.12582 0.383
H 2.03306 -1.99080 0.85290 0.354
H -0.11298 0.22602 -0.44924 0.150
H -2.45710 0.59359 -1.26837 0.308
H 2.21722 2.52761 -0.45678 0.297
H 2.78262 1.39263 0.76593 0.297
H -2.01442 -1.02389 -1.85984 0.323
H -1.59923 1.33679 1.09793 0.297
H -0.92966 -1.54274 0.30276 0.296
H -3.16446 -0.84173 -0.54541 0.372
H 1.13041 1.98959 0.83290 0.240


## ii
21
Properties=species:S:1:pos:R:3:mulliken_charge:R:1 method="wB97M-V/def2-TZVPD" lumo_ev=0.9 mol_weight_g_mol=119.16 homo_lumo_gap_ev=10.523 homo_ha=-0.35477
O 1.68627 2.29492 0.20794 -0.474
O -1.95573 -0.68615 0.20886 -0.636
N 1.42786 0.89915 -0.08711 -0.343
C 0.21216 -1.82062 -0.33014 -1.657
C -0.08311 0.61615 0.52311 0.003
C -0.70143 -0.03120 -1.86291 -1.746
C -0.49237 -0.48120 -0.42134 1.588
C 0.00244 0.30745 2.01059 -1.377
H -1.17017 0.95612 -1.91603 0.371
H 0.24971 0.01977 -2.40249 0.370
H -0.99489 0.10241 2.41070 0.329
H -2.51139 0.06875 -0.04831 0.338
H -0.65350 1.53161 0.34386 0.427
H -1.35518 -0.74012 -2.38081 0.424
H -0.47721 -2.67186 -0.30591 0.401
H 0.84110 -2.00557 0.54631 0.333
H 1.98631 2.63465 -0.65316 0.326
H 0.42578 1.15786 2.55469 0.403
H 0.63000 -0.56552 2.21239 0.296
H 0.87408 -2.01654 -1.17941 0.328
H 2.05928 0.42992 0.56914 0.294


i wins, 0.492 eV ahead of the next structure.